DFT (ωB97M-V/def2-TZVPD) results for a gas-phase ion, C6H12N (charge +1) at a distorted geometry.

XYZ file:
```
19
Properties=species:S:1:pos:R:3:forces:R:3
C -0.10065 3.28110 -2.07996 0.771 1.028 -4.436
N -0.31315 2.90600 -0.88382 2.112 -4.058 -2.427
C 0.07341 1.45509 -0.64081 -0.853 1.607 -1.454
C 0.16832 0.60866 0.34492 0.359 -0.933 0.608
C 0.56162 -0.87429 0.15327 0.870 1.518 3.094
C -0.16740 -1.47660 1.34002 0.305 -2.800 2.829
C -0.31971 -3.04074 1.07528 -2.629 1.340 4.896
H 0.22233 2.65029 -3.02964 -0.400 -0.122 2.979
H -0.11495 4.25216 -2.67117 -0.850 -0.188 2.420
H -0.68379 3.44808 -0.19483 -1.071 2.320 2.403
H 0.23507 1.13433 -1.62584 0.447 -0.847 -0.973
H -0.03599 0.77625 1.41625 0.235 0.519 -0.796
H 0.69546 -1.52770 -0.67825 -1.273 0.433 -1.588
H 1.57756 -0.97836 0.51272 0.759 0.685 0.060
H 0.45372 -1.35016 2.34883 -1.048 -0.084 -2.146
H -1.09726 -0.94775 1.59495 -0.119 -0.656 -0.497
H -0.66685 -3.10469 0.14771 -1.622 -0.602 -4.047
H -1.06690 -3.68182 1.74972 1.561 1.842 -1.143
H 0.57915 -3.52986 1.12067 2.447 -1.002 0.217
```
Forces are in eV/Å.

Properties
LUMO energy	-5.4	eV
max |F|	5.7	eV/A
relative energy (zero: lowest compared OMol25 entry of this formula, charge and spin)	419.4	kJ/mol
HOMO level	-14.02	eV
total charge	+1
orbital gap	8.651	eV
SMILES string	C=[NH+]/C=C/CCC